The following is a DFT calculation (wB97M-V/def2-TZVPD) of a structure of composition C12H24O24S6.

Properties
- LUMO level (Eh) = -0.00094
- total charge = 0
- orbital gap (hartree) = 0.390
- energy above the lowest of the compared OMol25 structures with the same formula, charge and spin (eV) = 0.391
- HOMO level (eV) = -10.63

CARTESIAN COORDINATES (ANGSTROEM)
C: -0.055 -0.019 1.976
C: -1.121 -0.411 0.959
O: -0.437 -0.456 -0.284
S: 0.685 0.662 -0.350
O: 0.107 1.884 -0.737
O: 1.841 0.158 -0.968
O: 0.967 0.657 1.215
H: 0.409 -0.818 2.550
H: -0.423 0.719 2.686
H: -1.910 0.340 0.935
H: -1.576 -1.363 1.217
C: -2.562 -0.702 7.877
C: -3.402 -0.047 6.785
O: -2.971 -0.771 5.611
S: -1.422 -1.113 5.695
O: -0.629 -0.156 5.040
O: -1.291 -2.494 5.400
O: -1.275 -0.833 7.252
H: -2.965 -1.678 8.137
H: -2.410 -0.029 8.715
H: -3.266 1.025 6.663
H: -4.452 -0.319 6.869
C: 3.931 -2.002 -2.609
C: 4.692 -3.200 -2.036
O: 5.893 -2.612 -1.579
S: 6.419 -1.623 -2.707
O: 7.129 -2.359 -3.682
O: 7.000 -0.489 -2.111
O: 4.964 -1.240 -3.259
H: 3.406 -1.436 -1.842
H: 3.261 -2.297 -3.416
H: 4.786 -3.951 -2.825
H: 4.159 -3.685 -1.223
C: 0.993 0.095 -4.355
C: -0.155 -0.490 -5.150
O: -1.298 0.136 -4.585
S: -0.913 1.676 -4.396
O: -1.600 2.186 -3.297
O: -0.920 2.243 -5.692
O: 0.649 1.449 -4.003
H: 1.957 0.042 -4.857
H: 1.065 -0.468 -3.421
H: -0.206 -1.567 -4.980
H: -0.075 -0.413 -6.237
C: 2.562 4.371 -3.802
C: 2.941 3.626 -2.489
O: 2.793 4.535 -1.411
S: 1.942 5.800 -1.912
O: 2.423 6.960 -1.273
O: 0.568 5.446 -1.926
O: 2.507 5.751 -3.387
H: 1.583 4.085 -4.180
H: 3.299 4.299 -4.593
H: 3.967 3.270 -2.540
H: 2.285 2.765 -2.370
C: -4.116 -3.086 2.501
C: -5.588 -3.166 2.123
O: -5.884 -1.883 1.574
S: -4.938 -0.745 2.196
O: -5.611 -0.059 3.231
O: -4.370 -0.076 1.086
O: -3.919 -1.738 2.923
H: -3.488 -3.312 1.638
H: -3.898 -3.774 3.314
H: -6.270 -3.372 2.951
H: -5.767 -3.928 1.366